117
Properties=species:S:1:pos:R:3 method="wB97M-V/def2-TZVPD" homo_ev="-9.50 / -10.30" multiplicity=5 gap_ev="7.5628 / 5.0458" charge=+1 e_tot_ha=-3531.570359
Ir -0.720 0.577 0.631
C -4.270 -1.039 0.214
Si -2.359 -1.188 0.380
C -1.886 -1.858 -1.391
C -2.290 -3.147 -1.713
C -2.142 -3.648 -2.993
C -1.579 -2.853 -3.976
C -1.137 -1.581 -3.665
C -1.269 -1.078 -2.372
P -0.678 0.605 -1.955
C -1.660 1.666 -3.175
C -1.039 1.932 -4.546
C -2.129 2.450 -5.495
C -3.105 3.398 -4.787
C -2.425 4.059 -3.594
C -2.049 3.011 -2.538
C 1.162 0.686 -2.238
C 1.619 2.139 -2.103
C 3.124 2.171 -1.801
C 3.848 0.968 -2.420
C 3.176 0.573 -3.731
C 1.764 0.022 -3.480
C -1.881 -2.627 1.549
C -2.838 -3.592 1.842
C -2.587 -4.606 2.745
C -1.371 -4.648 3.404
C -0.405 -3.699 3.126
C -0.634 -2.695 2.187
P 0.677 -1.485 1.741
C 1.681 -1.319 3.303
C 0.897 -0.697 4.454
C 1.644 -0.965 5.766
C 3.168 -0.973 5.571
C 3.584 -0.081 4.406
C 2.993 -0.565 3.071
C 1.828 -2.478 0.635
C 2.440 -3.755 1.239
C 1.770 -5.010 0.691
C 2.036 -5.140 -0.810
C 1.935 -3.774 -1.505
C 1.098 -2.816 -0.664
H -4.663 -1.852 -0.390
H -4.545 -0.110 -0.275
H -4.763 -1.052 1.179
H -2.732 -3.771 -0.949
H -2.481 -4.645 -3.227
H -1.482 -3.219 -4.987
H -0.698 -0.976 -4.440
H -2.566 1.063 -3.326
H -0.608 1.034 -4.984
H -0.246 2.673 -4.452
H -2.681 1.606 -5.913
H -1.640 2.966 -6.323
H -3.982 2.850 -4.436
H -3.455 4.158 -5.487
H -3.087 4.801 -3.148
H -1.535 4.588 -3.939
H -2.892 2.851 -1.863
H -1.218 3.394 -1.945
H 1.542 0.158 -1.351
H 1.075 2.626 -1.293
H 1.412 2.679 -3.027
H 3.279 2.172 -0.722
H 3.543 3.099 -2.194
H 3.828 0.119 -1.733
H 4.893 1.217 -2.596
H 3.767 -0.179 -4.255
H 3.127 1.454 -4.373
H 1.800 -1.060 -3.330
H 1.163 0.209 -4.367
H -3.797 -3.544 1.350
H -3.339 -5.352 2.945
H -1.169 -5.418 4.132
H 0.531 -3.758 3.659
H 1.937 -2.335 3.613
H -0.110 -1.123 4.504
H 0.797 0.377 4.302
H 1.338 -1.927 6.179
H 1.370 -0.203 6.495
H 3.528 -1.988 5.395
H 3.649 -0.620 6.483
H 4.673 -0.069 4.332
H 3.264 0.942 4.616
H 3.705 -1.232 2.581
H 2.827 0.290 2.413
H 2.638 -1.774 0.404
H 2.382 -3.759 2.326
H 3.500 -3.791 0.978
H 0.696 -4.968 0.885
H 2.156 -5.887 1.211
H 1.318 -5.839 -1.241
H 3.031 -5.555 -0.967
H 1.484 -3.888 -2.492
H 2.931 -3.346 -1.646
H 0.140 -3.287 -0.444
H 0.886 -1.905 -1.223
C 1.606 3.513 3.330
C 0.577 2.501 2.927
N -0.645 2.638 3.458
O 0.837 1.592 2.142
H 1.260 4.134 4.150
H 1.812 4.140 2.464
H 2.540 3.029 3.599
H -0.876 3.359 4.120
H -1.376 2.011 3.143
F -4.366 6.735 1.481
C -3.470 5.775 1.250
C -3.853 4.434 1.265
F -5.117 4.091 1.522
C -2.909 3.461 1.009
F -3.248 2.145 1.069
C -1.554 3.738 0.709
O -0.718 2.831 0.397
C -1.204 5.115 0.751
F 0.083 5.439 0.541
C -2.136 6.106 1.005
F -1.756 7.383 1.022



84
Properties=species:S:1:pos:R:3 method="wB97M-V/def2-TZVPD" smiles="CCCCCC[C@]1(C[C@@H]2CO2)C(=O)OC[C@@H]1N.CCN(CC)CC.CCN(CC)CC" homo_ev=-7.98 gap_ev=8.5876 charge=0 e_tot_ha=-1374.245969
C 10.146 -1.525 2.063
C 10.114 -0.979 0.620
C 9.966 0.546 0.535
C 8.525 1.039 0.528
C 7.697 0.598 1.727
C 6.277 1.181 1.709
C 5.100 0.207 1.655
C 3.786 1.049 1.797
C 3.082 1.369 0.481
C 1.837 2.233 0.539
O 1.806 0.847 0.287
C 5.029 -0.747 2.828
O 5.668 -0.790 3.828
O 4.017 -1.617 2.544
C 4.051 -1.857 1.132
C 4.983 -0.803 0.513
N 6.246 -1.486 0.181
H 9.876 -0.763 2.783
H 11.129 -1.918 2.305
H 9.462 -2.365 2.156
H 9.281 -1.419 0.077
H 11.052 -1.245 0.143
H 10.431 0.868 -0.398
H 10.535 1.039 1.323
H 8.549 2.130 0.527
H 8.044 0.744 -0.409
H 8.203 1.000 2.606
H 7.696 -0.476 1.841
H 6.152 1.895 0.893
H 6.140 1.754 2.623
H 4.011 2.003 2.265
H 3.043 0.531 2.396
H 3.713 1.479 -0.396
H 1.895 2.885 -0.318
H 1.727 2.553 1.563
H 4.456 -2.860 1.013
H 3.064 -1.892 0.677
H 4.602 -0.363 -0.403
H 6.764 -0.991 -0.531
H 6.058 -2.412 -0.173
C -5.049 0.784 0.374
C -3.738 0.012 0.401
N -2.643 0.765 0.978
C -1.341 0.160 0.753
C -1.056 -1.205 1.390
C -2.878 1.291 2.310
C -3.227 0.297 3.428
H -4.925 1.743 -0.131
H -5.803 0.209 -0.167
H -5.440 0.967 1.375
H -3.462 -0.232 -0.629
H -3.908 -0.951 0.911
H -0.573 0.864 1.074
H -1.209 0.064 -0.329
H -0.884 -1.129 2.463
H -0.150 -1.627 0.951
H -1.866 -1.916 1.220
H -3.684 2.025 2.246
H -1.997 1.867 2.603
H -3.969 -0.435 3.107
H -3.649 0.837 4.278
H -2.353 -0.240 3.791
C -6.888 1.364 -2.886
C -7.348 -0.057 -3.175
N -8.709 -0.313 -2.745
C -9.060 -1.722 -2.750
C -9.090 -2.459 -4.095
C -9.714 0.596 -3.267
C -9.860 0.714 -4.790
H -7.020 1.606 -1.832
H -5.828 1.462 -3.127
H -7.426 2.102 -3.481
H -6.697 -0.747 -2.631
H -7.194 -0.267 -4.246
H -10.033 -1.832 -2.263
H -8.347 -2.234 -2.096
H -9.963 -2.192 -4.689
H -9.138 -3.535 -3.921
H -8.196 -2.264 -4.689
H -9.506 1.592 -2.868
H -10.677 0.317 -2.832
H -8.893 0.793 -5.289
H -10.427 1.614 -5.035
H -10.397 -0.130 -5.220